(1)
Below is a structure of composition C11H14N2OPPt at a distorted geometry, with properties calculated with ωB97M-V/def2-TZVPD.

```
30
Properties=species:S:1:pos:R:3:forces:R:3
C 1.4219 3.3191 -0.5494 -1.07 -0.03 0.03
C 1.0435 3.1807 0.8543 -0.35 0.45 -0.38
C -0.2964 2.6734 0.9065 0.19 0.75 -0.25
C -0.7680 2.4927 -0.4259 0.07 1.34 0.01
C 0.2781 2.8570 -1.3431 0.22 0.86 0.34
Pt 1.3718 1.1695 -0.2487 1.36 -0.25 0.09
P 3.4080 0.3969 -0.2162 -1.40 -0.03 0.10
H 2.3538 3.7246 -0.9329 -0.29 0.06 0.09
H 1.6657 3.4799 1.7029 -0.34 -0.21 -0.37
H -0.8872 2.5261 1.8060 0.21 -0.05 -0.17
H 0.2168 2.8581 -2.4385 -0.01 0.05 0.66
H -1.7939 2.2560 -0.7075 0.46 -0.31 0.11
H 3.7854 -0.7271 0.5988 0.54 0.49 -0.54
H 4.2814 1.4574 0.1472 0.57 -0.75 -0.21
H 3.7367 0.0168 -1.5515 0.78 -0.06 0.64
N -2.8721 -3.4746 1.7966 -0.26 -0.46 0.36
C -2.3252 -2.2152 1.6930 1.03 0.95 -1.53
O -2.6036 -1.3118 2.4790 -0.46 -0.45 0.74
C -1.3910 -1.9452 0.5557 -1.28 1.27 1.52
C -1.0541 -2.8684 -0.4577 0.64 -1.36 -0.98
C -0.3408 -2.4348 -1.5740 -0.28 0.65 0.31
C 0.0090 -1.0830 -1.6362 0.64 -1.67 -1.22
N -0.0629 -0.2714 -0.5497 -2.26 -0.86 1.73
C -0.8928 -0.6340 0.4689 0.80 -0.84 -1.26
H -3.4781 -3.6835 2.5751 0.12 0.32 -0.11
H -2.7660 -4.2066 1.1158 0.24 0.36 -0.07
H -1.3348 -3.9131 -0.3601 0.12 0.02 -0.06
H -0.0288 -3.1120 -2.3795 -0.41 0.28 0.25
H 0.4609 -0.6630 -2.5294 0.16 -0.05 0.20
H -1.1373 0.1355 1.2003 0.26 -0.45 -0.01
```
Positions in Å, forces in eV/Å.

⟨S²⟩: 2.0276
Total charge: -1
Frontier orbital gap (spin up / spin down): 0.1365 / 0.2180 Ha
F_max: 2.969 eV/A
HOMO (spin up / spin down): -0.9281 / -3.2158 eV
2S+1: 3
LUMO energy (spin up / spin down): 2.787 / 2.717 eV


(2)
Below is a structure of composition C11H14N2OPRu at a distorted geometry, with properties calculated with ωB97M-V/def2-TZVPD.

```
30
Properties=species:S:1:pos:R:3:forces:R:3
C -1.2449 0.0491 -3.0925 3.68 -0.37 0.55
C -1.8937 1.0326 -3.9267 1.18 1.34 -0.40
C -0.8819 1.9021 -4.3924 -0.98 0.09 -0.62
C 0.3948 1.4594 -3.9761 -0.87 -0.19 0.42
C 0.1749 0.3125 -3.1300 -2.64 -1.51 0.64
Ru 0.0094 -1.6191 -0.9556 0.42 1.65 0.99
P -0.2402 -3.6543 -1.7499 -0.19 -1.69 -0.59
H -1.6678 -0.7750 -2.4963 -0.19 0.50 -0.54
H -2.9579 1.0927 -4.1304 0.27 0.08 0.03
H -1.0557 2.7712 -5.0300 0.05 -0.40 0.22
H 0.9116 -0.3258 -2.5994 -0.19 0.71 -0.67
H 1.3617 1.8901 -4.2245 -0.33 -0.04 0.05
H 0.8981 -4.2445 -2.4029 -0.78 -0.12 0.17
H -1.3248 -3.9061 -2.6571 0.61 -0.37 0.30
H -0.4927 -4.6044 -0.6986 0.10 0.25 -0.74
N 0.7537 0.9369 5.5770 0.05 -0.13 0.57
C 0.8332 1.6476 4.4125 -0.18 -0.61 -1.45
O 1.1185 2.8423 4.4060 -0.08 -0.19 0.11
C 0.5919 0.8608 3.1567 0.27 1.26 1.84
C 0.3845 -0.5291 3.1240 -0.34 -1.91 -1.43
C 0.2155 -1.1616 1.8902 0.17 0.42 2.31
N 0.2354 -0.4610 0.7455 -0.35 -1.10 -1.99
C 0.4306 0.8736 0.7353 0.38 1.86 1.83
C 0.6015 1.5564 1.9418 -0.10 -0.07 -2.48
H 0.8642 1.4540 6.4323 -0.04 -0.01 -0.04
H 0.3605 0.0125 5.6294 0.06 0.25 -0.07
H 0.3534 -1.1531 4.0145 0.07 0.14 -0.18
H 0.0646 -2.2344 1.7276 0.01 0.27 0.63
H 0.4504 1.3406 -0.2498 -0.03 0.13 0.38
H 0.7512 2.6336 1.9194 0.01 -0.25 0.16
```
Positions in Å, forces in eV/Å.

⟨S²⟩: 8.7879
Frontier orbital gap (spin up / spin down): 0.1744 / 0.2101 Ha
F_max: 3.737 eV/A
HOMO (spin up / spin down): -4.4204 / -8.2311 eV
2S+1: 6
LUMO energy (spin up / spin down): 0.326 / -2.515 eV


(3)
Below is a structure of composition C11H14N2OPRu at a distorted geometry, with properties calculated with ωB97M-V/def2-TZVPD.

```
30
Properties=species:S:1:pos:R:3:forces:R:3
C -0.8463 0.9470 -1.1225 2.97 1.04 -1.59
C -1.3841 1.9867 -1.8714 0.04 -1.06 0.87
C -0.3674 2.6299 -2.6432 0.03 -0.35 0.27
C 0.9003 2.0101 -2.4175 0.42 -1.07 0.81
C 0.7801 0.9643 -1.5104 -3.39 0.99 -0.09
Ru 0.5739 -1.5115 1.1168 0.12 1.53 1.20
P 0.3565 -2.9445 -0.5690 -0.11 -1.11 -0.89
H -1.2941 0.2327 -0.4289 -0.04 0.40 -0.27
H -2.4365 2.2712 -1.8690 0.38 -0.07 -0.02
H -0.5359 3.4723 -3.3114 0.05 -0.24 0.20
H 1.5082 0.2629 -1.0985 -0.11 0.40 -0.27
H 1.8343 2.3148 -2.8902 -0.34 -0.07 0.15
H 1.3904 -2.9532 -1.5698 -0.65 -0.20 0.27
H -0.8323 -2.8525 -1.3741 0.67 -0.24 0.16
H 0.3278 -4.3283 -0.1883 -0.03 0.48 -0.52
N 1.1070 0.4544 7.4540 0.07 -0.09 0.30
C 0.8556 -0.3786 6.3931 -0.16 0.25 -1.05
O 0.6027 -1.5711 6.5354 0.16 0.24 0.30
C 0.8508 0.2726 5.0453 -0.26 -3.13 -0.11
C 0.8958 1.6549 4.8035 0.21 1.90 0.01
C 0.8772 2.1274 3.4968 -0.05 -0.67 -0.89
C 0.7966 1.2145 2.4345 0.18 2.73 0.40
N 0.7330 -0.0982 2.6918 -0.23 -3.40 -0.77
C 0.7488 -0.5919 3.9397 0.14 1.41 0.86
H 1.2237 0.0069 8.3506 -0.02 0.03 -0.13
H 1.5581 1.3479 7.3293 -0.10 -0.24 -0.11
H 0.9359 2.3530 5.6389 -0.06 -0.08 -0.30
H 0.9200 3.1850 3.2557 -0.02 -0.09 0.19
H 0.7752 1.4708 1.3754 0.02 0.36 0.34
H 0.6771 -1.6804 3.9705 0.07 0.34 0.69
```
Positions in Å, forces in eV/Å.

⟨S²⟩: 8.8016
Frontier orbital gap (spin up / spin down): 0.1644 / 0.2488 Ha
F_max: 3.528 eV/A
HOMO (spin up / spin down): -4.1820 / -8.5074 eV
2S+1: 6
LUMO energy (spin up / spin down): 0.292 / -1.736 eV


(4)
Below is a cluster of 2 separate species, C11H14N2Si in total at a distorted geometry, with properties calculated with ωB97M-V/def2-TZVPD.

```
28
Properties=species:S:1:pos:R:3:forces:R:3
C 1.5809 -2.3492 1.2540 1.26 1.12 -0.39
C 2.3589 -2.8085 0.1128 -1.13 -0.52 -0.88
C -1.3166 2.7170 -0.0939 -1.70 1.86 -0.14
C -0.4053 3.8444 0.1481 -3.91 0.72 1.87
C 1.3913 -0.9954 1.0450 0.28 -1.10 -0.63
C 2.4220 -1.7636 -0.8108 -0.36 -0.06 2.01
C -0.5794 1.6714 -0.4672 1.35 -1.20 -0.09
C 0.8001 3.3221 0.0606 5.39 1.02 0.79
C -2.5025 -1.2260 1.3832 1.06 -0.47 1.05
C -2.4869 -1.5311 0.1030 -0.14 2.12 2.98
C -2.5453 -1.7849 -1.1426 0.48 1.46 -1.61
N 1.8616 -0.6545 -0.2013 -0.26 0.21 0.10
N 0.7748 2.0539 -0.4210 -0.93 -1.75 0.47
Si 2.0458 0.9434 -0.8687 0.30 1.12 -0.88
H 1.3750 -2.8475 2.2023 0.02 -0.05 -0.59
H 2.5862 -3.8712 -0.0953 0.10 0.96 0.19
H -2.4272 2.7918 -0.0104 1.23 -0.28 -0.09
H -0.8213 4.7671 0.6685 1.22 -1.18 -1.06
H 0.9961 -0.2100 1.6245 -0.60 0.45 0.83
H 2.7997 -1.5216 -1.7745 0.50 -0.92 -0.69
H -0.7467 0.6051 -0.5703 -0.55 0.28 -0.36
H 1.8519 3.6601 0.4420 -2.26 -0.09 -1.09
H -3.3201 -0.7315 1.9683 0.58 -0.69 -1.05
H -1.6046 -1.5236 2.0225 -1.16 0.60 -1.04
H -2.8278 -2.7608 -1.2451 -0.91 -2.56 -1.29
H -2.3665 -1.1363 -2.0233 0.12 -0.44 0.95
H 3.3070 1.6140 -0.3871 -0.43 -0.34 -0.30
H 1.9136 0.8476 -2.3908 0.44 -0.28 0.95
```
Positions in Å, forces in eV/Å.

Frontier orbital gap: 0.3489 Ha
F_max: 5.547 eV/A
HOMO: -8.6281 eV
SMILES: c1ccn([SiH2]n2cccc2)c1.C=C=C
LUMO energy: 0.865 eV


(5)
Below is an isolated molecule of C11H14N4O2 at a distorted geometry, with properties calculated with ωB97M-V/def2-TZVPD.

```
31
Properties=species:S:1:pos:R:3:forces:R:3
O -3.2035 4.2050 0.0256 0.64 -2.71 -0.16
O -4.6565 2.8522 -0.8067 2.87 -1.03 1.19
N 1.7268 -0.4677 1.2819 -1.74 1.18 0.39
C 1.4007 -1.0803 0.1698 3.65 1.33 7.42
C -2.8538 0.7504 -0.4574 3.50 -2.60 -0.38
C -1.0808 2.4358 -0.6116 0.15 -0.32 -0.18
C -2.4464 2.0600 -0.5546 0.94 0.11 0.98
C -0.4673 0.0316 -0.6233 -4.25 3.22 0.13
C -1.8677 -0.3249 -0.4827 1.20 3.29 -0.92
C -0.1342 1.4109 -0.6874 0.99 -0.03 -0.21
N 2.0670 -2.1892 -0.0512 4.42 -3.73 -0.36
N -3.4763 3.0443 -0.3715 -3.38 4.33 -1.57
N 0.4862 -0.9187 -0.6909 -2.73 1.58 -2.96
C -2.1489 -1.7644 -0.4613 -2.01 -0.42 0.09
C 1.3484 1.8359 -0.6480 -0.99 0.55 0.52
C 2.7013 -1.2779 2.1426 -2.13 1.93 -3.52
C 3.0573 -2.3001 1.0938 2.46 -0.92 0.32
H -3.8269 0.4043 -0.3354 -1.75 0.15 0.10
H -0.6308 3.4669 -0.6211 -1.30 -1.03 0.04
H 2.4480 -2.1110 -1.0080 0.34 -0.79 0.79
H 0.3057 -1.7199 -1.2237 -0.44 -1.12 -0.77
H -3.2426 -2.0180 -0.4536 0.95 0.36 0.13
H -1.7482 -2.2425 -1.3450 0.22 -0.32 -0.16
H -1.6925 -2.1482 0.4319 0.23 -0.71 0.35
H 1.4601 1.9331 0.4621 0.73 0.54 -1.04
H 1.6284 2.6912 -1.3054 -0.78 0.00 0.99
H 2.0638 1.1193 -0.9733 0.20 -1.13 -0.07
H 2.2267 -1.7108 2.9636 -1.38 -0.72 1.23
H 3.4325 -0.6284 2.5985 0.71 0.18 -0.58
H 2.9532 -3.2540 1.6128 0.24 -0.37 -0.82
H 4.1705 -2.0851 0.9295 -1.55 -0.79 -0.97
```
Positions in Å, forces in eV/Å.

Frontier orbital gap: 0.2953 Ha
F_max: 8.377 eV/A
HOMO: -8.6160 eV
SMILES: Cc1cc([N+](=O)[O-])cc(C)c1NC1=NCCN1
LUMO energy: -0.581 eV


(6)
Below is an isolated molecule of C11H14N4O2 at a distorted geometry, with properties calculated with ωB97M-V/def2-TZVPD.

```
31
Properties=species:S:1:pos:R:3:forces:R:3
C 3.4361 1.6810 -0.0945 0.06 -0.39 -0.07
C 4.2282 0.4166 -0.3933 0.26 0.38 0.31
H 4.8390 0.1360 0.4711 -0.04 0.03 -0.21
H 4.8620 0.5429 -1.2735 -0.07 -0.07 0.12
O 3.3502 -0.6643 -0.7108 -0.04 -0.02 -0.43
C 2.8408 -1.3527 0.3102 0.04 -0.36 0.11
O 3.1519 -1.1999 1.4602 0.00 0.03 0.08
C 1.8063 -2.3445 -0.1816 0.11 0.22 0.05
C 0.4720 -1.6868 -0.1171 -0.58 0.35 0.01
N 0.3360 -0.3708 -0.0201 1.09 0.42 0.03
N -0.9831 -0.1956 0.0153 -0.75 -1.18 -0.08
C -1.6796 0.9508 0.1207 -0.36 0.41 0.04
C -3.0448 0.8223 0.1329 0.34 0.02 0.00
C -3.6366 -0.4578 0.0394 0.13 -0.10 -0.01
N -2.9294 -1.5591 -0.0572 -0.72 -0.33 -0.01
C -1.6137 -1.4459 -0.0673 0.82 0.69 0.01
N -0.6790 -2.3738 -0.1490 -0.17 -0.58 -0.05
C -5.1223 -0.6014 0.0484 -0.04 0.01 0.00
H -5.5573 -0.0576 -0.7884 -0.09 0.05 -0.04
H -5.3834 -1.6521 -0.0274 -0.04 -0.02 0.00
H -5.5340 -0.1901 0.9684 -0.09 0.04 0.05
H -3.6674 1.6982 0.2152 0.00 0.11 0.01
C -0.9130 2.2213 0.2139 0.04 -0.06 0.00
H -0.2416 2.1786 1.0706 0.06 0.04 0.03
H -1.5806 3.0719 0.3114 -0.05 0.00 0.00
H -0.2925 2.3396 -0.6734 0.06 0.04 -0.02
H 1.7897 -3.2324 0.4502 0.08 0.10 -0.02
H 2.0209 -2.6289 -1.2129 -0.01 -0.04 0.06
H 2.8183 1.9440 -0.9492 -0.06 0.07 -0.07
H 4.1156 2.4998 0.1243 0.07 0.11 0.02
H 2.7914 1.5107 0.7637 -0.06 0.04 0.08
```
Positions in Å, forces in eV/Å.

Frontier orbital gap: 0.3608 Ha
F_max: 1.406 eV/A
HOMO: -9.2940 eV
SMILES: CCOC(=O)Cc1nc2nc(C)cc(C)n2n1
LUMO energy: 0.524 eV


(7)
Below is a cluster of 2 separate species, C11H14N4O4 in total at a distorted geometry, with properties calculated with ωB97M-V/def2-TZVPD.

```
33
Properties=species:S:1:pos:R:3:forces:R:3
C 0.4881 -2.1203 -2.5853 0.56 0.67 0.06
N 0.9406 -0.7314 -2.5836 -0.76 -0.84 -2.18
C -0.0526 0.3347 -2.6386 1.00 -0.40 0.76
N 2.2165 -0.4162 -2.2087 0.68 1.49 1.28
C 3.2234 -0.7957 -2.8771 -1.17 -0.20 -0.11
H -0.3391 -2.2554 -3.2784 -0.04 0.04 -0.05
H 1.3009 -2.7786 -2.8843 -0.04 -0.02 -0.01
H 0.1614 -2.4006 -1.5873 -0.21 -0.30 0.24
H -0.8567 0.0750 -3.3238 0.07 -0.17 -0.03
H -0.4652 0.5112 -1.6480 -0.39 0.31 0.30
H 0.4202 1.2513 -2.9902 -0.04 -0.03 0.03
H 4.2129 -0.5184 -2.5758 0.26 0.15 0.35
H 3.0867 -1.3093 -3.8057 0.06 -0.70 -0.61
O 0.7847 4.3870 3.5735 -1.06 -0.57 -0.87
N -0.1908 4.1934 2.8420 0.32 1.91 0.61
O -0.9532 5.0976 2.4852 0.71 -1.29 0.25
C -0.4575 2.8378 2.3775 -0.16 -0.64 -0.23
C -1.5452 2.5822 1.5653 -0.21 0.82 0.04
C -1.7931 1.3021 1.1321 0.13 -0.44 -0.01
C -0.9575 0.2482 1.5029 0.18 0.41 0.21
C -1.2396 -1.0914 1.0213 -0.16 -0.45 -0.18
C -0.5837 -2.1974 1.3562 -0.06 0.78 0.02
N -0.9828 -3.4573 0.7863 -0.60 -1.68 -0.71
O -0.5020 -4.4969 1.2513 -0.28 1.49 -0.30
O -1.7983 -3.4454 -0.1434 0.81 0.06 0.97
C 0.1355 0.5257 2.3218 -0.19 -0.15 -0.17
C 0.3803 1.8055 2.7535 0.52 0.36 0.45
H -2.1885 3.4021 1.2853 -0.05 0.03 -0.04
H -2.6413 1.1050 0.4991 -0.17 -0.01 -0.13
H -2.0647 -1.1978 0.3367 -0.16 -0.03 -0.18
H 0.2401 -2.2002 2.0414 0.17 -0.57 0.11
H 0.7968 -0.2724 2.6100 0.20 -0.03 0.12
H 1.2236 2.0259 3.3889 0.07 0.00 0.03
```
Positions in Å, forces in eV/Å.

Frontier orbital gap: 0.2153 Ha
F_max: 2.456 eV/A
HOMO: -7.5974 eV
SMILES: O=[N+]([O-])/C=C/c1ccc([N+](=O)[O-])cc1.C=NN(C)C
LUMO energy: -1.738 eV


(8)
Below is the ion C11H14NO with charge -1 at a distorted geometry, with properties calculated with ωB97M-V/def2-TZVPD.

```
27
Properties=species:S:1:pos:R:3:forces:R:3
C 2.9550 -1.5930 0.4788 0.55 0.45 1.41
C 3.2884 -0.2242 0.2164 1.52 0.77 -1.90
C 1.6135 -1.8360 0.5858 -0.17 0.48 -1.52
C 2.3158 0.7570 0.0260 1.31 -5.00 0.96
C 0.5741 -0.9171 0.2348 0.80 -2.43 0.36
C 0.9233 0.4432 0.1795 -1.04 2.60 -0.06
C -0.7528 -1.5809 -0.1605 1.65 -2.06 -0.96
C 0.0978 1.5583 0.2334 0.77 -0.44 -1.59
C -1.5634 -0.8650 -1.2734 -2.23 -3.51 3.85
C -2.1454 2.4341 -0.4567 -3.09 0.24 0.07
C -1.3436 1.6652 0.5586 1.15 -3.06 0.32
N -1.2339 -1.5879 1.2101 -0.42 -1.54 0.64
O -1.1754 -2.7005 1.7908 -0.13 1.48 -0.98
H 3.7134 -2.3481 0.8544 -0.94 1.00 -0.87
H 4.3992 -0.0444 -0.1199 -2.03 0.17 1.17
H 1.3863 -2.8598 0.6397 -0.84 -1.30 0.59
H 2.5946 1.7252 0.0324 0.85 3.19 -0.54
H -0.4796 -2.7071 -0.5318 -0.88 2.43 1.07
H 0.4841 2.4525 -0.2533 0.38 0.22 0.39
H -1.2517 0.0732 -1.3251 1.02 4.19 -0.42
H -2.6514 -0.9578 -0.9899 0.92 0.35 -0.51
H -1.3858 -1.3691 -2.1467 0.35 -1.21 -2.28
H -3.2276 2.2542 -0.1734 0.67 0.66 0.06
H -2.2348 1.9725 -1.4740 1.08 0.69 0.59
H -2.0267 3.5757 -0.4469 0.26 -1.75 -0.27
H -1.6454 0.5416 0.8016 -0.27 2.67 -0.52
H -1.2279 2.1379 1.5096 -1.24 0.73 0.94
```
Positions in Å, forces in eV/Å.

Total charge: -1
Frontier orbital gap (spin up / spin down): 0.2027 / 0.2024 Ha
F_max: 5.673 eV/A
HOMO (spin up / spin down): -1.7724 / -1.7651 eV
LUMO energy (spin up / spin down): 3.743 / 3.741 eV


ΔE to the lowest compared entry with this formula, charge and spin in kcal/mol, matching the order above: 17.6 2.2 0.0 31.1 165.4 26.7 126.1 59.0